The following is a DFT calculation (ωB97M-V/def2-TZVPD) of a structure of composition C41H66F3NO28V2.

Computed properties:
HOMO level = -7.70 eV
charge = 0
HOMO-LUMO gap = 4.25 eV
E_LUMO = -3.45 eV

CARTESIAN COORDINATES (ANGSTROEM)
O 0.881 -2.676 -2.596
V -0.621 -2.905 -2.069
O -1.422 -3.628 -3.165
O -5.399 -2.029 0.335
V -4.616 -2.697 -0.949
O -5.569 -3.291 -1.968
C -2.197 -0.340 -1.091
O -0.780 -0.491 -1.506
O -2.578 -1.672 -1.212
C -2.297 0.307 0.469
F -2.233 1.711 0.296
F -3.394 -0.082 1.065
F -1.379 -0.154 1.266
C -0.164 0.706 -2.078
C 1.413 0.485 -2.150
H 1.844 0.333 -1.161
H 1.727 -0.357 -2.767
H 1.892 1.344 -2.620
H -0.240 1.637 -1.516
H -0.634 0.870 -3.047
H -2.777 0.181 -1.853
C 1.162 -5.934 -2.128
C 1.495 -5.598 -0.605
C 3.002 -5.589 -0.626
C 3.646 -4.805 0.553
C 3.171 -3.418 0.627
C 1.562 -3.450 0.805
N 0.962 -4.223 -0.322
O -0.552 -4.149 -0.196
C 1.078 -2.041 0.890
C 1.164 -4.023 2.263
C 0.904 -6.798 0.344
H 0.137 -6.138 -2.437
H 1.580 -6.923 -2.316
H 1.501 -5.192 -2.851
H 3.392 -5.030 -1.477
H 3.432 -6.588 -0.705
H 4.730 -4.874 0.461
H 3.379 -5.450 1.390
H 3.716 -3.026 -0.232
H 3.668 -2.907 1.451
H 1.138 -1.442 -0.019
H 1.522 -1.327 1.583
H 0.037 -1.933 1.195
H 0.079 -3.941 2.320
H 1.359 -3.398 3.134
H 1.380 -5.039 2.592
H -0.042 -7.261 0.066
H 0.878 -6.690 1.428
H 1.636 -7.576 0.127
C 1.993 3.698 -4.706
C 2.291 5.042 -4.019
C 1.974 5.178 -2.602
O 3.104 5.140 -1.888
C 4.121 5.324 -2.709
O 5.242 5.537 -2.313
O 3.676 5.273 -4.009
H 2.872 3.305 -5.216
H 1.425 3.898 -5.614
H 1.515 2.918 -4.113
H 1.798 5.782 -4.649
H 1.283 4.400 -2.276
H 1.464 6.114 -2.375
C -0.077 3.553 3.625
C -0.002 4.802 2.710
C -0.095 4.527 1.235
O -0.679 5.735 0.771
C -1.444 6.210 1.679
O -2.184 7.192 1.549
O -1.195 5.612 2.850
H 0.935 3.264 3.910
H -0.600 2.725 3.147
H -0.597 3.674 4.575
H 0.900 5.318 3.040
H -0.669 3.652 0.929
H 0.950 4.454 0.935
C -4.192 2.873 2.440
C -4.933 3.983 3.177
C -5.278 5.186 2.420
O -6.624 5.185 2.695
C -7.054 4.194 3.541
O -8.118 4.107 4.081
O -6.077 3.332 3.614
H -3.926 1.920 2.898
H -3.262 3.312 2.080
H -4.586 2.773 1.429
H -4.362 4.112 4.096
H -5.343 5.058 1.340
H -4.755 6.020 2.888
C -4.687 -0.904 6.431
C -4.437 -0.062 5.121
C -3.684 -0.617 3.884
O -4.816 -1.063 3.232
C -5.858 -0.235 3.439
O -6.866 -0.202 2.798
O -5.756 0.192 4.641
H -5.480 -0.719 7.156
H -3.742 -1.121 6.928
H -4.963 -1.918 6.142
H -4.023 0.801 5.642
H -3.089 -1.487 4.160
H -2.934 -0.002 3.387
C 5.202 -0.210 -2.659
C 5.553 -1.531 -3.262
C 4.457 -2.683 -3.164
O 4.363 -3.107 -4.528
C 5.081 -2.319 -5.304
O 5.155 -2.430 -6.540
O 5.552 -1.278 -4.659
H 4.401 0.233 -3.250
H 6.004 0.527 -2.614
H 4.924 -0.302 -1.609
H 6.420 -1.934 -2.741
H 3.535 -2.397 -2.658
H 5.010 -3.541 -2.782
C 1.773 -0.901 -8.705
C 1.941 -0.381 -7.264
C 1.520 1.055 -6.934
O 0.377 0.972 -6.116
C 0.251 -0.300 -5.684
O -0.329 -0.818 -4.698
O 1.017 -1.055 -6.519
H 1.982 -1.969 -8.654
H 2.550 -0.331 -9.215
H 0.724 -0.728 -8.945
H 2.930 -0.697 -6.931
H 1.236 1.685 -7.777
H 2.279 1.712 -6.511
C -0.207 -0.284 4.387
C -0.597 -0.308 5.817
C 0.460 0.233 6.686
O -0.340 1.231 7.448
C -1.584 1.402 7.027
O -2.488 2.055 7.493
O -1.744 0.545 5.983
H -0.850 -0.694 3.607
H 0.790 -0.718 4.313
H -0.134 0.788 4.203
H -1.125 -1.216 6.110
H 1.315 0.710 6.205
H 0.871 -0.550 7.323